No. 1
The following is a quantum chemistry calculation of the molecule C5H9O5, from OMol25.

Computed properties:
Energy relative to the best compared isomer or geometry (same formula, charge and spin): 101.66 kcal/mol
Kohn-Sham gap (alpha / beta): 9.20 / 8.75 eV
Spin multiplicity: 2
Highest occupied orbital energy (alpha / beta): -8.663 / -9.861 eV
⟨S²⟩: 0.77
LUMO (alpha / beta): 0.54 / -1.11 eV

XYZ file:
```
19
Properties=species:S:1:pos:R:3:forces:R:3:lowdin_spin:R:1
H 1.063 0.073 4.385 -1.0 1.2 -1.4 0.000
O -0.600 1.758 0.780 1.0 0.3 -0.3 0.296
C -0.345 0.881 1.769 -0.6 -2.0 -0.9 0.048
C 0.061 0.241 0.426 1.9 1.0 1.4 0.039
C -0.861 -0.564 -0.190 -1.6 -0.4 -0.6 0.461
C -0.685 -1.094 -1.561 0.1 -0.1 -0.5 0.066
O -0.905 -0.004 -2.477 0.2 -0.4 0.0 0.031
O -0.689 -0.621 -3.779 -0.3 0.7 -0.1 0.013
C 1.527 0.241 -0.068 -0.7 0.6 0.2 -0.004
O 0.653 1.176 2.700 0.3 -0.3 1.6 0.011
O 0.298 0.656 4.072 0.6 -0.3 -1.0 0.007
H -1.266 0.419 2.139 0.4 0.1 0.9 0.002
H -1.841 -0.640 0.272 0.0 0.0 -0.1 0.023
H 0.340 -1.467 -1.704 -0.3 0.0 -0.1 0.009
H -1.411 -1.871 -1.823 0.2 0.0 0.2 0.002
H -0.988 0.120 -4.344 0.2 -0.5 0.3 0.001
H 2.162 0.854 0.594 -0.3 -0.2 -0.4 0.001
H 1.936 -0.787 -0.093 -0.4 0.4 0.2 -0.002
H 1.550 0.631 -1.099 0.1 0.0 0.4 -0.002
```
Positions in Å, forces in eV/Å.


No. 2
The following is a quantum chemistry calculation of a structure of composition C22H23F5N4OSe2TeV, from OMol25.

Computed properties:
Total charge: +2
Energy relative to the best compared isomer or geometry (same formula, charge and spin): 92.51 kcal/mol
Kohn-Sham gap (alpha / beta): 7.09 / 4.90 eV
Spin multiplicity: 2
Highest occupied orbital energy (alpha / beta): -14.473 / -14.472 eV
⟨S²⟩: 0.75
LUMO (alpha / beta): -7.39 / -9.57 eV

XYZ file:
```
59
Properties=species:S:1:pos:R:3:forces:R:3:lowdin_spin:R:1
V -0.116 -0.340 -0.142 -2.3 -1.1 -0.4 0.005
C 1.548 -2.513 4.816 -0.1 0.0 0.0 0.000
C 1.080 -1.256 4.442 0.0 0.0 0.1 0.000
C 0.739 -1.017 3.130 0.0 -0.1 -0.4 0.001
C 0.863 -2.031 2.177 0.1 -0.4 0.8 0.000
C 1.352 -3.286 2.548 -0.1 0.2 -0.3 0.000
C 1.684 -3.518 3.869 0.0 0.0 0.1 0.000
N 0.569 -1.737 0.837 0.3 -0.8 0.8 0.000
N 0.483 -2.696 0.001 0.0 -1.3 0.6 0.000
C 0.666 -2.433 -1.334 0.3 0.5 -0.5 0.000
C 0.553 -3.499 -2.240 -0.2 0.0 0.1 0.000
C 0.857 -3.301 -3.566 -0.1 0.0 0.0 0.000
C 1.220 -2.033 -4.040 0.1 0.0 0.1 0.000
C 1.318 -0.959 -3.178 -0.1 -0.1 -0.3 0.000
C 1.036 -1.155 -1.823 -0.4 -0.1 0.2 0.000
H 1.814 -2.703 5.847 0.0 0.0 0.0 0.000
H 1.000 -0.466 5.178 0.0 0.0 0.0 0.000
H 0.419 -0.041 2.794 0.0 0.1 0.0 0.001
H 1.488 -4.050 1.795 0.0 0.0 0.0 0.000
H 2.073 -4.484 4.158 0.0 0.0 0.0 0.000
H 0.264 -4.469 -1.858 0.0 0.0 0.0 0.000
H 0.837 -4.141 -4.247 0.0 0.0 0.0 0.000
H 1.471 -1.898 -5.083 0.0 0.0 0.0 0.000
H 1.659 0.001 -3.534 0.0 0.0 0.0 0.000
C -2.489 0.114 3.137 -0.1 -0.1 0.0 0.000
Se -2.090 0.698 1.322 -0.2 0.4 0.8 0.004
C -1.643 2.592 1.746 0.3 -0.2 -0.3 0.015
C -0.628 3.003 2.827 -0.1 -0.3 0.0 0.057
Se 1.311 3.109 2.470 -0.5 -0.3 -0.3 0.759
C 1.289 4.644 1.326 0.2 0.1 -0.2 0.072
H -3.354 0.674 3.485 0.0 0.0 -0.1 0.000
H -1.645 0.252 3.804 0.1 -0.1 0.0 0.000
H -2.743 -0.943 3.087 0.0 0.0 0.0 0.000
H -2.607 2.980 2.078 0.0 0.1 -0.1 0.000
H -1.418 3.040 0.779 0.0 0.0 0.0 0.000
H -0.726 2.386 3.720 0.1 0.0 0.0 0.001
H -0.875 4.028 3.112 0.1 0.0 0.0 0.013
H 0.884 5.481 1.897 0.0 0.0 0.0 0.019
H 0.685 4.455 0.440 -0.1 -0.1 0.0 0.014
H 2.314 4.854 1.031 0.0 -0.1 0.0 -0.001
F 2.656 -0.007 1.298 -0.5 0.0 -0.6 0.003
Te 2.344 0.079 -0.622 5.1 2.1 -0.4 0.002
F 3.190 -1.631 -0.305 -0.5 0.5 -0.2 0.000
F 1.579 1.437 -1.862 0.1 -0.7 0.2 0.000
F 3.667 0.082 -1.953 -0.3 -0.2 0.3 0.000
F 3.242 1.700 -0.151 -0.4 -0.5 0.0 0.004
O 0.603 1.011 0.245 0.4 2.4 1.0 0.030
N -3.050 2.950 -4.410 0.0 0.0 0.0 0.000
C -2.981 1.975 -3.808 0.0 0.2 -0.1 0.000
C -2.878 0.777 -3.031 0.0 -0.2 0.2 0.000
C -3.857 -0.218 -3.070 0.1 0.0 0.0 0.000
C -3.679 -1.351 -2.292 0.0 0.1 0.0 0.000
C -2.568 -1.440 -1.474 -0.1 -0.1 0.0 0.000
N -1.637 -0.477 -1.428 -1.1 0.0 -1.0 0.000
C -1.777 0.602 -2.205 -0.1 0.2 -0.3 0.000
H -4.729 -0.106 -3.699 0.0 0.0 0.0 0.000
H -4.403 -2.152 -2.306 0.0 0.0 0.0 0.000
H -2.423 -2.303 -0.833 0.1 0.0 0.0 0.000
H -0.982 1.344 -2.183 0.0 0.0 0.0 0.000
```
Positions in Å, forces in eV/Å.


No. 3
The following is a quantum chemistry calculation of a structure of composition C30H66AlN4O4, from OMol25.

Computed properties:
Total charge: -1
Kohn-Sham gap: 6.17 eV
Spin multiplicity: 1
Highest occupied orbital energy: -3.856 eV
LUMO: 2.32 eV

XYZ file:
```
105
Properties=species:S:1:pos:R:3:forces:R:3:lowdin_charge:R:1
C -2.176 -2.444 -4.199 0.5 -0.4 -0.8 -0.107
C -0.838 -3.216 -3.751 -0.2 0.0 0.8 -0.384
N -0.626 -3.138 -2.261 0.3 1.0 -1.0 -0.156
Al 0.857 -1.952 -1.831 -0.6 -1.7 0.8 0.197
C 1.969 -2.965 -0.407 0.7 0.5 0.7 -0.322
C 3.085 -1.983 0.243 -1.2 -0.1 0.1 -0.305
C 2.450 -1.190 1.521 0.8 -0.9 -0.4 -0.208
C 3.131 -1.708 2.911 -0.6 0.8 -0.4 -0.195
C 3.596 -0.474 3.856 0.1 -1.7 0.3 -0.209
C 2.855 -0.530 5.289 0.4 1.6 -0.3 -0.216
C 3.906 -0.021 6.427 -1.5 -0.4 0.3 -0.206
C 3.143 0.652 7.695 0.5 -0.2 -0.1 -0.218
C 3.157 2.268 7.637 0.1 -0.9 0.3 -0.212
C 2.603 2.885 6.266 0.3 1.0 0.0 -0.204
C 1.090 3.424 6.313 0.4 0.2 -0.6 -0.173
C 0.097 2.608 7.265 0.3 0.3 -0.2 -0.159
N -1.223 2.257 6.610 -0.4 0.7 1.8 -0.187
C -1.510 1.866 5.255 -5.0 -0.1 3.3 -0.049
C -3.042 1.610 5.313 2.4 0.8 2.3 -0.081
C -3.553 1.879 6.781 4.5 0.5 -1.1 -0.084
C -2.307 2.306 7.592 -2.6 -1.9 -5.5 -0.078
H -3.066 -3.168 -4.223 1.1 1.1 0.2 0.067
H -2.031 -2.031 -5.269 -0.4 -0.5 1.6 0.055
H -2.384 -1.584 -3.480 0.3 -1.2 -1.1 0.049
H 0.087 -2.755 -4.253 -1.4 -0.7 0.4 0.038
H -0.859 -4.337 -4.023 -0.2 1.6 -0.2 0.085
H -1.492 -2.813 -1.807 0.5 -0.3 -0.4 -0.007
H 0.236 -0.617 -1.214 0.0 0.6 0.3 -0.090
H 1.760 -1.623 -3.111 0.2 0.1 -0.4 -0.097
H 1.267 -3.299 0.446 1.1 0.1 -1.2 0.042
H 2.517 -3.863 -0.852 -0.9 0.9 0.6 0.033
H 3.967 -2.646 0.547 -0.8 1.4 -0.3 0.079
H 3.365 -1.184 -0.524 0.1 -1.2 0.9 0.073
H 2.597 -0.051 1.389 -0.3 -1.8 0.3 0.097
H 1.329 -1.435 1.497 1.6 0.6 0.2 0.090
H 4.020 -2.399 2.699 -1.3 1.1 0.2 0.097
H 2.335 -2.320 3.452 1.2 0.7 -0.5 0.094
H 3.403 0.502 3.300 0.3 -1.2 1.0 0.096
H 4.728 -0.586 4.062 -1.7 0.3 -0.4 0.104
H 2.392 -1.542 5.537 0.9 1.2 -0.4 0.107
H 1.973 0.212 5.216 1.2 -1.2 0.4 0.095
H 4.600 0.738 5.936 -0.7 -1.1 0.8 0.103
H 4.446 -0.964 6.796 -0.4 1.6 -0.7 0.109
H 3.642 0.326 8.685 -0.7 0.6 -1.5 0.104
H 2.096 0.198 7.707 1.2 0.8 0.1 0.090
H 4.258 2.566 7.824 -1.7 -0.3 -0.5 0.110
H 2.563 2.668 8.545 0.9 -0.5 -1.5 0.109
H 3.266 3.805 6.037 -1.1 -1.4 0.2 0.111
H 2.704 2.203 5.356 0.1 0.6 1.5 0.091
H 0.703 3.432 5.224 0.4 -0.1 1.8 0.105
H 1.134 4.541 6.608 -0.3 -1.8 -0.2 0.113
H 0.507 1.627 7.673 -0.1 1.4 -0.7 0.110
H -0.123 3.289 8.171 0.1 -1.3 -1.5 0.119
H -0.772 1.766 4.402 -1.0 0.2 1.6 0.111
H -3.659 1.243 4.417 1.1 0.7 1.7 0.070
H -4.612 1.774 7.174 1.7 0.2 -0.7 0.066
H -2.177 2.580 8.683 0.0 -0.4 -1.9 0.101
C -6.700 -0.026 2.120 -0.1 -0.1 -0.3 -0.118
O -6.682 0.668 0.883 0.1 0.1 0.5 -0.198
C -5.987 1.914 0.945 0.1 0.2 -0.8 -0.213
C -4.685 1.849 0.143 -0.1 -0.4 0.5 -0.214
N -3.701 0.993 0.804 -0.1 0.2 -0.1 -0.056
C -2.534 0.681 -0.028 -0.1 -0.4 0.1 -0.193
C -2.774 -0.125 -1.313 0.5 0.1 0.0 -0.244
O -3.194 -1.466 -1.084 -0.4 0.4 0.0 -0.210
C -4.589 -1.625 -0.885 0.4 -0.4 0.0 -0.094
H -7.384 -0.871 2.023 0.0 0.1 -0.1 0.086
H -5.708 -0.417 2.364 0.0 0.0 0.2 0.074
H -7.058 0.618 2.929 0.1 0.0 0.0 0.084
H -5.808 2.238 1.975 0.1 -0.2 0.0 0.115
H -6.641 2.659 0.477 0.0 0.0 0.0 0.116
H -4.274 2.859 0.042 0.0 0.0 0.0 0.120
H -4.931 1.474 -0.856 -0.1 0.2 -0.1 0.100
H -4.145 0.121 1.067 0.0 0.1 -0.1 0.063
H -1.847 0.107 0.602 0.0 0.0 -0.2 0.114
H -2.020 1.615 -0.281 -0.1 0.0 -0.1 0.118
H -1.810 -0.201 -1.827 -0.1 -0.1 0.2 0.059
H -3.447 0.382 -2.015 -0.2 0.0 0.1 0.110
H -5.177 -0.897 -1.449 0.0 0.1 0.1 0.088
H -4.826 -1.570 0.180 -0.3 0.1 0.0 0.067
H -4.864 -2.628 -1.225 0.1 0.1 0.0 0.089
C 3.090 -1.362 -10.233 -0.1 -0.2 0.3 -0.121
O 3.451 -1.548 -8.875 0.1 0.3 -0.5 -0.194
C 4.190 -0.453 -8.332 0.0 -0.1 0.8 -0.211
C 3.358 0.302 -7.294 -0.1 -0.2 -0.6 -0.206
N 2.267 1.041 -7.929 0.1 0.0 0.1 -0.060
C 1.285 1.574 -6.981 -0.2 -0.2 -0.2 -0.199
C 0.481 0.561 -6.151 -0.1 0.3 0.1 -0.213
O -0.421 -0.230 -6.918 0.4 0.0 0.1 -0.191
C 0.159 -1.381 -7.512 -0.4 0.1 0.0 -0.104
H 2.681 -2.303 -10.605 0.0 0.0 0.1 0.087
H 2.318 -0.593 -10.332 0.1 0.1 -0.2 0.075
H 3.961 -1.099 -10.841 0.0 0.1 0.0 0.083
H 4.567 0.218 -9.110 -0.2 0.0 -0.1 0.116
H 5.060 -0.886 -7.824 -0.1 0.0 0.0 0.119
H 4.004 1.003 -6.756 0.0 0.0 0.0 0.121
H 2.976 -0.433 -6.579 0.2 -0.1 0.1 0.107
H 1.784 0.428 -8.576 0.1 0.0 0.1 0.062
H 0.573 2.164 -7.569 0.0 0.0 0.1 0.113
H 1.789 2.273 -6.305 0.0 -0.1 0.0 0.115
H -0.145 1.137 -5.462 0.0 -0.1 -0.1 0.122
H 1.116 -0.069 -5.520 0.0 -0.1 -0.1 0.101
H 0.967 -1.800 -6.907 0.0 0.1 0.0 0.092
H 0.513 -1.148 -8.519 0.2 -0.1 0.0 0.064
H -0.624 -2.138 -7.611 0.0 0.1 0.1 0.085
```
Positions in Å, forces in eV/Å.


No. 4
The following is a quantum chemistry calculation of a structure of composition C15H18NOPdS4SbSi, from OMol25.

Computed properties:
Total charge: -2
Energy relative to the best compared isomer or geometry (same formula, charge and spin): 1.03 kcal/mol
Kohn-Sham gap: 6.27 eV
Spin multiplicity: 1
Highest occupied orbital energy: -1.843 eV
LUMO: 4.42 eV

XYZ file:
```
42
Properties=species:S:1:pos:R:3:forces:R:3:lowdin_charge:R:1
Pd 0.176 -2.248 2.046 -0.1 -0.1 0.0 -0.147
S 1.822 0.146 4.821 0.0 -0.1 0.0 -0.324
Sb 1.289 -1.997 4.261 0.0 0.1 0.2 -0.095
S 1.349 -1.835 0.061 0.0 -0.2 -0.1 0.146
S -1.011 -2.526 4.068 0.1 0.0 0.0 -0.212
S 2.654 -3.636 5.038 0.0 0.0 0.0 -0.364
C -2.717 -0.842 0.802 0.0 0.0 0.0 -0.076
N -3.239 -2.157 0.483 0.0 0.0 0.0 -0.187
C -3.944 -2.857 1.535 0.0 0.0 0.0 -0.053
C -3.044 -2.719 -0.722 0.1 0.1 -0.1 -0.345
O -3.494 -3.790 -1.103 0.0 0.0 0.1 -0.028
H -3.543 -0.144 0.977 0.0 0.0 0.0 0.087
H -2.112 -0.476 -0.026 0.0 0.0 0.0 0.056
H -2.090 -0.884 1.697 0.0 0.0 0.0 0.034
H -4.854 -2.317 1.815 0.0 0.0 0.0 0.084
H -3.298 -2.940 2.412 0.0 0.0 0.0 0.029
H -4.211 -3.846 1.173 0.0 0.0 0.0 0.078
H -2.408 -2.092 -1.370 0.0 0.0 0.0 0.124
C 4.746 2.853 0.303 0.0 0.0 0.0 -0.124
C 4.232 2.221 1.431 0.0 0.0 0.0 -0.094
C 3.082 1.451 1.334 0.0 -0.1 0.0 -0.101
C 2.422 1.290 0.110 0.0 0.1 0.0 -0.305
C 2.956 1.929 -1.010 0.0 0.0 0.0 -0.114
C 4.106 2.704 -0.918 0.0 0.0 0.0 -0.121
Si 0.895 0.181 0.047 0.0 0.1 0.0 0.156
C -0.038 0.674 -1.541 0.0 0.0 0.0 -0.331
C -0.321 -0.253 -2.544 0.0 0.0 0.0 -0.134
C -1.043 0.104 -3.677 0.0 0.0 0.0 -0.106
C -1.498 1.406 -3.832 0.0 0.0 0.0 -0.122
C -1.226 2.348 -2.846 0.0 0.0 0.0 -0.112
C -0.506 1.979 -1.718 0.0 0.0 0.0 -0.118
H 5.644 3.457 0.379 0.0 0.0 0.0 0.085
H 4.727 2.324 2.389 0.0 0.0 0.0 0.098
H 2.696 0.960 2.225 0.0 0.0 0.0 0.033
H 2.463 1.819 -1.971 0.0 0.0 0.0 0.092
H 4.504 3.192 -1.802 0.0 0.0 0.0 0.085
H 0.017 0.664 1.145 0.0 0.1 0.0 -0.007
H 0.024 -1.274 -2.413 0.0 0.0 0.0 0.063
H -1.259 -0.639 -4.437 0.0 0.0 0.0 0.093
H -2.065 1.686 -4.712 0.0 0.0 0.0 0.086
H -1.582 3.366 -2.957 0.0 0.0 0.0 0.088
H -0.305 2.721 -0.951 0.0 0.0 0.0 0.103
```
Positions in Å, forces in eV/Å.


No. 5
The following is a quantum chemistry calculation of the ion C4H9N2 with charge +1, from OMol25.

Computed properties:
SMILES: C[N+]#CCCN
Total charge: +1
Energy relative to the best compared isomer or geometry (same formula, charge and spin): 59.75 kcal/mol
Kohn-Sham gap: 9.37 eV
Spin multiplicity: 1
Highest occupied orbital energy: -13.304 eV
LUMO: -3.94 eV

XYZ file:
```
15
Properties=species:S:1:pos:R:3:forces:R:3:lowdin_charge:R:1
C 2.994 -0.075 0.700 0.6 0.4 -0.2 0.010
N 1.728 -0.216 0.180 -3.8 0.8 -0.5 0.151
C 0.661 -0.133 -0.249 3.0 -0.1 0.6 0.062
C -0.388 -0.407 -1.114 -3.4 -0.7 -0.5 -0.077
C -1.962 -0.180 -0.592 1.0 0.9 -1.7 -0.204
N -2.067 0.599 0.594 0.8 -0.7 0.3 0.007
H 3.417 -1.037 0.551 1.2 -0.6 0.0 0.111
H 3.428 0.730 0.119 0.7 -0.1 0.2 0.128
H 2.923 0.162 1.734 0.1 0.2 0.9 0.113
H -0.299 0.093 -2.086 0.4 0.0 0.4 0.143
H -0.202 -1.482 -1.236 -0.3 0.0 -0.5 0.145
H -2.417 -1.167 -0.626 0.0 0.0 0.4 0.106
H -2.402 0.397 -1.483 0.5 -0.8 1.6 0.141
H -2.127 0.255 1.551 -0.1 -0.4 -0.9 0.101
H -2.521 1.456 0.464 -0.6 1.1 0.0 0.061
```
Positions in Å, forces in eV/Å.


No. 6
The following is a quantum chemistry calculation of a cluster of 2 separate species, C3H12NS2 in total, from OMol25.

Computed properties:
Total charge: +1
Energy relative to the best compared isomer or geometry (same formula, charge and spin): 12.78 kcal/mol
Kohn-Sham gap: 7.87 eV
Spin multiplicity: 1
Highest occupied orbital energy: -11.660 eV
LUMO: -3.79 eV

XYZ file:
```
18
Properties=species:S:1:pos:R:3:forces:R:3:lowdin_charge:R:1
C 1.195 0.931 -1.428 -0.2 0.9 -0.3 -0.094
C 1.527 2.406 -1.622 0.3 0.0 0.0 -0.167
N 3.014 2.563 -1.316 -0.3 0.0 0.5 0.182
H 0.176 0.722 -1.745 0.0 0.1 0.0 0.084
H 1.859 0.325 -2.044 0.1 -0.3 0.3 0.095
H 1.224 0.740 -0.358 0.3 -0.5 -0.1 0.034
H 1.379 2.810 -2.621 -0.1 -0.1 0.0 0.131
H 1.041 3.043 -0.887 -0.2 0.0 -0.1 0.132
H 3.183 2.083 -0.430 0.2 0.0 0.1 0.168
H 3.304 3.533 -1.200 0.0 0.1 -0.1 0.173
H 3.609 2.116 -2.005 0.1 -0.1 -0.3 0.167
C -1.481 -1.834 -0.715 -0.2 -0.2 0.0 -0.488
S -0.487 -1.178 0.642 -0.4 0.0 0.3 0.341
S -1.894 -1.172 2.163 0.3 0.1 -0.3 0.338
H -1.990 -2.723 -0.348 0.0 0.0 -0.1 0.026
H -0.835 -2.114 -1.547 0.1 0.0 0.1 0.032
H -2.228 -1.117 -1.053 0.1 0.1 0.0 0.033
H -2.533 -0.034 1.824 0.1 -0.1 0.1 -0.188
```
Positions in Å, forces in eV/Å.


| no. | strongest force on any atom (eV/Å) |
| --- | --- |
| 1 | 2.6 |
| 2 | 5.6 |
| 3 | 6.4 |
| 4 | 0.2 |
| 5 | 3.9 |
| 6 | 1.0 |